# 1
ORCA calculation (ωB97M-V/def2-TZVPD) on a cluster of 25 separate species, C16H80NO35 in total.

Last column: Löwdin charge in e.
Positions of all 132 atoms, in Å:
N  1.24663  0.62652  2.14419  -0.528
O  0.26474  0.16099  1.51704  -0.018
O  2.38520  0.39198  1.75430  0.025
O  1.06235  1.41898  3.07651  -0.023
O  0.99265  0.26273  -5.71531  -0.072
H  1.81561  0.38683  -5.20676  0.019
H  0.60252  -0.49198  -5.21442  0.032
O  4.62008  -1.98506  -3.38200  -0.094
H  5.18946  -1.44722  -2.77533  0.028
H  4.48572  -1.35827  -4.14654  0.062
O  0.87962  4.89561  1.98144  -0.082
H  1.41851  4.80262  2.83052  0.084
H  0.35201  4.13648  1.77492  -0.046
O  3.08544  -0.26362  5.49560  -0.021
H  2.79044  -0.82325  6.14345  -0.041
H  2.52090  -0.42087  4.73261  0.003
O  2.19725  -2.13565  3.39291  -0.056
H  2.59868  -2.13530  2.47629  0.036
H  1.29315  -1.94573  3.17503  0.026
O  -2.76151  -0.47946  2.70845  -0.069
H  -2.75335  -1.11907  1.92136  0.076
H  -1.84846  -0.17413  2.81421  0.027
O  -0.22059  2.00434  -3.78304  -0.075
H  0.24310  1.74727  -4.62622  0.045
H  -0.24917  2.98230  -3.71444  0.050
O  3.80698  3.76265  1.65870  -0.102
H  2.87797  3.85703  1.36191  0.018
H  3.75414  3.23277  2.52855  0.036
O  1.82468  0.26905  -1.70500  -0.045
H  1.95509  0.78625  -0.91922  0.029
H  1.14009  0.76109  -2.28781  0.073
O  4.92056  1.23504  0.45513  0.015
H  4.53171  2.07418  0.42812  -0.003
H  4.43188  0.71201  1.02050  -0.012
O  -2.90280  -2.89248  0.73456  -0.072
H  -1.93772  -2.98818  0.64165  0.030
H  -3.19685  -2.47694  -0.11951  0.075
O  3.39469  2.50408  4.21180  -0.060
H  3.65748  1.98936  4.97595  0.031
H  2.65116  2.04429  3.81313  -0.017
O  -4.25626  3.89855  0.34735  -0.088
H  -4.21053  3.22852  1.05847  -0.001
H  -3.44550  4.45592  0.45555  0.042
O  1.27886  -2.33192  6.28827  -0.034
H  0.40225  -2.63686  6.22299  -0.007
H  1.65417  -2.56063  5.41446  0.027
O  -5.29143  0.30287  -3.23360  -0.049
H  -5.09869  1.18913  -2.96235  -0.020
H  -6.22444  0.20063  -3.48933  0.063
O  -3.50328  2.24510  2.24919  -0.065
H  -3.13076  1.31305  2.29241  0.043
H  -3.20872  2.72116  3.03307  0.056
C  2.01165  -3.20534  0.30555  -0.205
C  0.88433  -2.82570  -0.63548  -0.237
O  -0.18750  -2.24333  0.07656  -0.102
O  2.82407  -2.13142  0.74145  -0.067
H  2.60693  -3.95565  -0.24166  0.122
H  1.60080  -3.66982  1.24338  0.138
H  0.43113  -3.75687  -1.03530  0.141
H  1.25127  -2.11766  -1.33184  0.074
H  0.10664  -1.38185  0.45327  0.063
H  3.17485  -1.69571  -0.00638  0.075
C  4.43968  1.57555  -3.53786  -0.231
C  5.77551  1.13295  -2.99629  -0.165
O  5.60568  0.10090  -1.93792  -0.118
O  3.58682  0.50996  -3.94395  -0.088
H  4.63506  2.09046  -4.46925  0.114
H  3.92119  2.30625  -2.83739  0.143
H  6.33018  1.96587  -2.57551  0.121
H  6.32067  0.56720  -3.79150  0.130
H  5.67690  0.48707  -1.06978  0.030
H  3.25202  0.20051  -3.12774  0.016
C  1.99013  -4.72374  -4.03605  -0.246
C  1.49072  -4.75993  -5.45071  -0.230
O  0.27039  -4.00634  -5.60295  -0.067
O  2.28694  -3.42574  -3.51975  -0.099
H  2.84090  -5.36685  -3.93604  0.111
H  1.26150  -5.12392  -3.31421  0.120
H  1.27187  -5.82611  -5.68993  0.132
H  2.32237  -4.36670  -5.99008  0.105
H  0.48692  -3.17634  -5.16124  0.034
H  3.22377  -3.25983  -3.28773  0.059
C  -2.61783  -4.55254  3.78221  -0.252
C  -2.60946  -4.63408  5.28620  -0.296
O  -2.01742  -3.66629  6.08004  -0.053
O  -3.61714  -3.60674  3.40363  -0.087
H  -2.89374  -5.59191  3.48491  0.120
H  -1.61704  -4.25395  3.41706  0.126
H  -2.09687  -5.60044  5.53661  0.126
H  -3.64003  -4.76016  5.57728  0.109
H  -2.06715  -2.79921  5.68190  0.033
H  -3.32907  -3.17642  2.55151  0.042
C  -4.05664  3.74106  -4.49734  -0.255
C  -4.63547  3.86788  -3.11031  -0.239
O  -4.36069  2.75366  -2.25818  -0.110
O  -2.64822  3.85284  -4.50458  -0.056
H  -4.51158  4.55378  -5.12488  0.128
H  -4.47531  2.78850  -4.94327  0.131
H  -5.73973  3.86967  -3.14353  0.125
H  -4.19816  4.77795  -2.66117  0.131
H  -4.39286  3.14218  -1.35999  0.050
H  -2.22788  2.99977  -4.49099  0.047
C  -2.16973  0.28353  6.20461  -0.191
C  -0.95989  0.93484  5.59780  -0.235
O  -1.27936  1.58371  4.38272  -0.066
O  -2.52193  -0.96211  5.56192  -0.093
H  -2.96207  0.96136  6.14805  0.098
H  -2.14267  -0.03820  7.24961  0.129
H  -0.14782  0.26368  5.52831  0.098
H  -0.58156  1.68752  6.31925  0.131
H  -0.41332  1.57221  3.97587  0.015
H  -2.91730  -0.77805  4.68632  0.066
C  -1.84368  -0.40390  -2.67897  -0.242
C  -1.34617  -1.77794  -3.18356  -0.170
O  -0.06078  -1.82157  -3.85321  -0.122
O  -2.92285  -0.49360  -1.75756  -0.068
H  -2.09883  0.14526  -3.59431  0.115
H  -1.01535  0.09636  -2.20987  0.074
H  -2.08185  -2.35645  -3.81027  0.141
H  -1.17746  -2.34762  -2.19216  0.116
H  0.63555  -2.01859  -3.19909  0.056
H  -3.76273  -0.18963  -2.18216  0.055
C  -1.08327  2.82091  -0.36738  -0.192
C  -0.99949  4.16566  -1.00547  -0.206
O  -1.65354  5.22435  -0.27498  -0.066
O  -0.47082  2.95073  0.91961  -0.117
H  -0.51985  2.02855  -0.90270  0.110
H  -2.16515  2.52003  -0.19282  0.130
H  -1.33359  4.24814  -2.06465  0.122
H  0.00834  4.43869  -0.97856  0.100
H  -1.16425  5.45059  0.51905  0.074
H  -0.87533  2.25540  1.50409  0.092

Forces on atoms 1 to 2 (eV/Å):
0.4 0.2 -1.7
-0.5 -0.3 0.5

Computed properties:
2S+1: 1
LUMO level (Ha): 0.0760
Charge: -1
Gap between HOMO and LUMO (eV): 9.84

***

# 2
ORCA calculation (ωB97M-V/def2-TZVPD) on a structure of composition C29H29NO15V.

Last column: Mulliken spin population.
Positions of all 75 atoms, in Å:
O  -1.50193  -0.34060  -0.45636  -0.287
V  -1.76685  1.20559  -0.80315  1.244
C  4.78433  -1.67713  4.35936  0.000
C  4.95557  -1.37692  2.88182  0.000
C  3.77248  -2.05722  2.02672  0.001
C  3.80540  -1.51832  0.48595  0.000
N  2.72163  -1.95697  -0.51521  0.000
C  2.65205  -3.49973  -0.46935  0.000
C  1.94700  -3.96779  -1.74883  0.000
C  2.23922  -2.81528  -2.72887  0.000
C  2.96107  -1.67522  -1.98703  0.000
C  1.30920  -1.36389  -0.18156  0.001
H  5.61926  -1.10424  4.76284  0.000
H  5.21539  -2.61597  4.70704  0.000
H  3.89431  -1.34659  4.89481  0.000
H  5.95199  -1.75187  2.64804  0.000
H  4.94781  -0.30633  2.67715  0.000
H  2.80935  -1.77809  2.45399  -0.001
H  3.79895  -3.14192  2.13079  0.000
H  4.81023  -1.65234  0.08537  0.000
H  3.84644  -0.42911  0.48015  0.000
H  2.01349  -3.83648  0.34732  0.000
H  3.67406  -3.87439  -0.52615  0.000
H  0.87437  -4.04005  -1.56899  0.000
H  2.26498  -4.90618  -2.20317  0.000
H  1.31959  -2.52074  -3.23447  0.000
H  2.90787  -3.23212  -3.48203  0.000
H  2.62916  -0.67171  -2.25328  0.000
H  4.04501  -1.75131  -2.07304  0.000
H  0.54073  -1.72941  -0.86270  0.001
H  1.57578  -0.31019  -0.26383  0.000
H  1.12397  -1.69091  0.84159  0.001
C  -0.49239  5.37214  -1.14695  0.000
C  0.78121  5.82188  -1.03348  0.000
C  1.94150  4.87994  -0.62634  0.000
O  3.03001  5.27562  -0.09268  0.012
C  1.87616  3.54243  -0.70737  0.009
C  0.56270  2.91317  -1.02305  -0.003
C  -0.73607  3.88223  -1.08005  -0.003
O  -1.79523  3.33148  -1.08278  0.002
O  0.29277  1.66686  -0.98540  -0.007
O  0.85386  7.11898  -1.25654  0.000
H  -1.37789  5.94745  -1.37350  0.000
H  2.63718  2.86667  -0.34602  0.001
C  -1.45111  0.11788  4.56804  0.367
C  -1.19009  0.31012  3.10611  0.017
C  -1.64469  1.74997  2.44972  -0.037
O  -1.73328  1.87924  1.21922  0.005
C  -1.95748  2.76804  3.38743  0.161
C  -2.06806  2.52854  4.74234  -0.041
C  -1.90866  1.10395  5.37790  0.046
O  -2.05994  0.77763  6.62526  0.345
O  -2.48201  3.54915  5.46522  0.019
O  -0.49417  -0.55216  2.46768  0.126
H  -1.30441  -0.88213  4.94865  0.001
H  -2.12143  3.78680  3.06862  0.007
C  -5.79305  0.70122  -1.55002  -0.002
C  -6.72258  -0.08088  -2.09349  0.000
C  -6.86463  -1.58320  -1.85251  0.000
O  -7.96274  -2.31150  -2.17116  0.000
C  -5.95828  -2.21060  -1.07306  0.000
C  -4.85328  -1.47975  -0.50418  0.002
C  -4.80615  0.14021  -0.72823  -0.002
O  -3.86542  0.85741  -0.30962  0.011
O  -4.02265  -2.11172  0.10898  0.000
O  -7.45373  0.62893  -2.85746  -0.002
H  -5.78504  1.75530  -1.78511  0.000
H  -5.96055  -3.28211  -0.93790  0.000
C  -1.29056  0.52728  -5.07997  -0.001
C  -1.25780  0.26316  -3.64321  0.006
O  -0.40264  -0.49169  -3.16851  0.000
O  -2.20775  0.75501  -2.95642  0.000
H  -0.60262  1.34182  -5.30661  0.000
H  -2.23468  0.84231  -5.52436  0.000
H  -0.85614  -0.28376  -5.66442  0.000

Forces on atoms 1 to 2 (eV/Å):
0.5 2.6 -0.5
-1.7 -4.9 0.5

Computed properties:
2S+1: 3
LUMO level (spin up / spin down) (Ha): 0.1533 / 0.1327
Charge: -3
Gap between HOMO and LUMO (spin up / spin down) (eV): 3.12 / 2.56

***

# 3
ORCA calculation (ωB97M-V/def2-TZVPD) on an isolated molecule of C3H4N2O.

Last column: natural (NBO) charge in e.
Positions of all 10 atoms, in Å:
O  -0.43605  -1.16592  -1.04051  -0.701
C  -0.42918  0.23353  1.46738  0.053
C  -0.48941  1.28110  0.32931  0.008
N  0.21054  1.02633  -0.71171  -0.393
C  0.59242  -0.35832  -0.51546  0.321
N  0.50526  -0.53404  0.94650  -0.571
H  -1.19665  -0.59678  -1.24932  0.488
H  -1.09662  2.18077  0.37711  0.198
H  1.56259  -0.63830  -0.94085  0.187
H  0.77710  -1.42838  1.33755  0.409

Forces on atoms 1 to 2 (eV/Å):
0.2 -0.2 -0.9
0.9 0.4 0.1

Computed properties:
2S+1: 1
LUMO level (Ha): -0.0145
Gap between HOMO and LUMO (eV): 8.61
Relative energy (zero: lowest compared OMol25 entry of this formula, charge and spin) (kJ/mol): 331.93

***

# 4
ORCA calculation (ωB97M-V/def2-TZVPD) on a structure of composition C2H5FGaO2.

Last column: Löwdin charge in e.
Positions of all 11 atoms, in Å:
O  -1.86604  -0.80454  -0.17466  -0.055
C  -0.64575  -0.95768  0.38644  -0.286
O  0.20977  -0.00658  -0.31278  -0.193
C  1.36960  0.41762  0.36653  -0.020
Ga  -1.46806  0.56311  -1.26584  0.983
H  -0.19301  -1.95545  0.22205  0.167
H  -0.61687  -0.69334  1.46449  0.160
H  2.21083  0.46432  -0.33976  0.121
H  1.61886  -0.27517  1.18595  0.123
H  1.18767  1.41818  0.77651  0.117
F  -1.80702  1.82953  -2.30894  -0.115

Forces on atoms 1 to 2 (eV/Å):
-0.9 0.8 -1.2
1.5 -1.3 1.7

Computed properties:
2S+1: 1
LUMO level (Ha): -0.2147
Charge: +1
Gap between HOMO and LUMO (eV): 10.39

***

# 5
ORCA calculation (ωB97M-V/def2-TZVPD) on an isolated molecule of C4H6N2O.

Last column: natural (NBO) charge in e.
Positions of all 13 atoms, in Å:
H  2.23971  -1.46952  1.89150  0.346
N  1.57606  -1.09427  1.22341  -0.666
C  2.13129  -0.49656  0.25394  0.266
N  1.29017  -0.02396  -0.78171  -0.473
C  0.49848  1.26660  -0.51713  -0.218
C  -0.06384  0.14157  -0.26364  0.484
O  -1.08383  -0.62649  0.03646  -0.457
C  -2.34344  0.00199  -0.21829  -0.249
H  3.21134  -0.38488  0.09221  0.158
H  0.54027  2.27546  -0.87705  0.235
H  -2.45112  0.92272  0.36503  0.185
H  -3.11308  -0.71368  0.07173  0.204
H  -2.41710  0.22668  -1.28606  0.186

Forces on atoms 1 to 2 (eV/Å):
0.2 0.0 0.0
0.4 0.1 0.0

Computed properties:
2S+1: 1
LUMO level (Ha): 0.0359
Gap between HOMO and LUMO (eV): 9.22
SMILES: [H]/N=C/N1C=C1OC
Relative energy (zero: lowest compared OMol25 entry of this formula, charge and spin) (kJ/mol): 495.44

***

# 6
ORCA calculation (ωB97M-V/def2-TZVPD) on a structure of composition C2H2Cl6Cr2O8S2.

Last column: Mulliken spin population.
Positions of all 22 atoms, in Å:
Cr  -2.53695  -0.96032  0.78926  4.079
Cr  0.38819  -2.18242  -1.30196  3.945
S  -1.02525  0.08774  -1.17651  -0.035
O  -0.52516  -0.65128  -2.33104  0.015
O  -0.34674  1.34258  -0.89712  -0.002
O  -2.46945  0.12621  -1.01988  0.024
O  -0.70727  -0.89791  -0.13060  -0.053
S  -0.69894  -3.73216  0.53946  -0.010
O  -0.95458  -5.05802  1.05612  -0.004
O  -1.13994  -3.49595  -0.86488  0.025
O  -1.60325  -2.87188  1.34822  0.012
O  0.70862  -3.25151  0.39451  -0.010
C  -0.52840  3.55218  0.83376  -0.002
Cl  1.08005  3.56311  1.64625  0.000
Cl  -1.00027  5.23972  0.55079  0.000
Cl  -1.64796  2.66052  1.85951  0.003
H  -0.46689  3.06800  -0.13198  0.001
C  2.56760  0.72747  -0.18172  0.002
Cl  2.45247  0.56490  -1.93903  0.003
Cl  3.93399  1.79742  0.28705  0.001
Cl  2.83063  -0.88110  0.49881  0.007
H  1.68950  1.25268  0.17099  -0.001

Forces on atoms 1 to 2 (eV/Å):
2.6 -2.0 -1.1
0.4 -1.4 0.4

Computed properties:
2S+1: 9
LUMO level (spin up / spin down) (Ha): -0.0935 / -0.0846
Gap between HOMO and LUMO (spin up / spin down) (eV): 6.79 / 7.99
Relative energy (zero: lowest compared OMol25 entry of this formula, charge and spin) (kJ/mol): 115.27

***

| no. | DFT total energy (eV) |
| --- | --- |
| 1 | -91042.0065 |
| 2 | -88426.4207 |
| 3 | -8200.4452 |
| 4 | -61335.9390 |
| 5 | -9268.3670 |
| 6 | -172134.5397 |